# 1
66
Properties=species:S:1:pos:R:3:lowdin_charge:R:1 method="wB97M-V/def2-TZVPD" charge=-1 multiplicity=2 homo_energy_ev="-4.3 / -4.4" relative_energy_kcal_mol=31.8 e_lumo_ev="1.705 / 0.866"
C -3.9070 1.0291 -1.3381 -0.035
H -0.7626 -3.6866 6.1121 0.109
H 1.6772 2.6001 -5.6849 0.075
H -1.9092 -0.7308 -1.9312 0.031
C 2.2180 -0.0595 -2.4760 -0.320
H -2.1217 -0.7810 -3.6847 0.079
C 0.4077 -3.2482 2.9774 -0.177
C 1.3702 0.7682 -4.5968 -0.278
Ir -0.4079 0.6540 0.9776 0.794
C 1.1125 3.2329 -1.9447 0.002
H 2.5014 1.2083 -6.3801 0.074
C -2.3511 -0.7800 2.8763 -0.470
H -1.3833 -2.1390 -2.8187 0.075
C 0.1331 0.2331 -4.2776 -0.021
O 2.4651 -2.0052 7.3103 -0.075
C 0.9415 -0.5346 -2.1316 -0.475
H -5.9575 0.7311 -1.8793 0.091
C 2.4080 0.5862 -3.6941 -0.039
C 2.3626 -1.5912 6.1827 -1.036
C -1.4941 -2.2841 4.6602 -0.028
C -0.0955 -0.4359 -3.0753 -0.314
C 1.5862 1.5279 -5.8782 -0.054
S 0.7097 0.8862 3.1167 0.545
S 1.2113 -0.3346 5.7082 0.963
C -5.4887 -0.1541 0.0226 -0.106
C -3.2153 0.0885 0.8116 -0.191
H 3.3978 0.9625 -3.9378 0.114
H -2.2724 -1.8610 5.2778 0.116
C 0.3083 -3.7963 4.2482 -0.074
S 3.4092 -2.0685 4.8478 0.932
H -3.6437 1.5751 -2.2295 0.097
C -5.1928 0.5513 -1.1335 -0.109
H 4.2395 0.3847 -1.9108 0.075
C -1.0619 2.0676 -1.4099 -0.451
N -1.5876 1.2214 -0.4829 -0.091
C 3.4184 -0.2606 -1.5940 -0.099
H -0.6886 0.3407 -4.9783 0.114
N -0.3840 -2.2797 2.5355 0.029
H 0.6153 3.6130 -2.8261 0.122
C -2.9252 0.8020 -0.3779 -0.232
C -0.6637 -3.2984 5.1059 -0.073
N 0.9388 1.8724 0.0002 -0.094
H 3.7626 -1.2979 -1.6374 0.085
C -1.3264 -1.7951 3.3697 -0.214
H -6.4903 -0.5328 0.1878 0.092
H 3.9959 3.1978 -0.1772 0.110
C 2.4289 3.5365 -1.6207 -0.047
N -2.1198 -0.1521 1.6920 -0.091
C 2.1974 2.1611 0.3202 -0.144
C 2.9750 2.9944 -0.4699 -0.045
C 2.7036 -1.0329 3.5996 -1.209
S 3.4082 -1.0246 2.0933 0.582
H 0.7520 1.3860 -6.5656 0.071
C 0.4025 2.3982 -1.1132 -0.184
H 0.9898 -4.5780 4.5556 0.103
H 2.5713 1.6876 1.2189 0.056
Te 0.5464 -1.4180 -0.2109 1.087
H 1.1697 -3.5908 2.2828 0.097
H -4.7750 -0.9140 1.8875 0.095
H 3.1911 -0.0557 -0.5524 -0.020
C 1.6267 -0.2462 4.0107 -1.112
C -4.5182 -0.3819 0.9885 -0.023
H 3.0195 4.1786 -2.2617 0.107
O -3.3645 -0.6522 3.5484 0.044
C -1.4544 -1.0504 -2.8656 -0.084
O -1.6102 2.5756 -2.3795 0.048



# 2
72
Properties=species:S:1:pos:R:3:lowdin_charge:R:1 method="wB97M-V/def2-TZVPD" charge=-1 homo_energy_ev=-5.5 relative_energy_kcal_mol=0.4 e_lumo_ev=1.833
H -6.0611 0.4047 -2.6662 0.108
C -4.1720 -0.5105 -2.2364 -0.056
H 1.2411 -4.6880 2.8358 0.098
H -1.1793 3.9748 0.6161 0.063
C -0.9394 3.8364 -0.4277 -0.076
O -1.0132 0.7537 4.5494 -0.361
C -1.5032 1.3478 -0.2492 -0.221
Mo 0.2200 0.1662 0.6072 1.629
S -1.2931 0.6939 3.1413 0.147
C 4.4060 1.0475 1.3258 -0.154
C 1.2770 -2.7754 1.8588 -0.063
H -0.1215 3.3952 -4.1682 0.104
C 4.4614 2.4375 1.3757 -0.614
S -1.7800 -1.6962 -1.6461 0.615
H -0.8951 1.4737 -2.8242 0.093
H -1.0009 -5.2618 1.8469 0.110
O -1.2871 -0.7802 -2.6432 -0.320
C 2.5527 2.2215 -1.6360 -0.013
H 7.4221 2.9943 -0.1617 0.098
C 3.2530 0.1616 1.7803 -0.591
C -0.7929 2.4466 -2.3629 -0.056
C 6.5585 1.0618 0.2045 -0.084
O 2.0969 0.6340 1.5366 -0.287
H 1.2963 -0.5060 -3.2098 0.107
C -0.5065 -4.3250 1.6103 -0.097
C -6.1507 -0.7988 -0.8927 -0.321
O -0.6690 -0.5175 2.4769 -0.534
C 5.5432 3.1332 0.8527 -0.145
C -0.2005 4.7516 -2.5127 -0.682
N 0.6585 -1.9985 0.9749 0.019
C 1.8876 0.3881 -3.0728 -0.020
C -4.0963 -1.8842 -0.2524 -0.037
H 2.1827 -2.3670 2.2912 0.096
N -1.0645 -1.3574 -0.2119 -0.210
S -0.1763 2.1164 2.1634 0.463
Br 3.1088 3.4660 2.2129 0.799
N -7.4810 -0.4886 -0.6218 0.090
H 5.5583 4.2112 0.9221 0.090
C 6.5866 2.4468 0.2546 -0.095
C 5.4849 0.3782 0.7477 -0.023
O -2.6868 0.8003 2.7688 -0.382
H -2.1964 1.5470 0.5674 0.037
H -8.0252 -0.2214 -1.4263 0.083
H -0.3935 5.8938 -0.7160 0.100
H 2.6890 0.4298 -5.0526 0.100
H 7.3711 0.5139 -0.2536 0.098
H -1.9841 0.7070 -0.9742 0.012
N 1.0668 0.5661 -0.8093 -0.111
H 5.4498 -0.7013 0.7336 0.116
C -0.5449 -2.3874 0.5181 -0.501
C 0.7370 -4.0140 2.1615 -0.028
C 1.8389 1.0397 -1.8432 -0.316
H -5.9151 -2.0176 0.8589 0.112
C -5.4279 -1.6148 -0.0189 -0.019
N -1.1807 -3.5074 0.8126 0.153
H 2.4742 2.7042 -0.6710 0.096
C 3.3118 2.7493 -2.6615 -0.069
H -3.6571 -0.0697 -3.0772 0.114
C 2.6534 0.9266 -4.0917 -0.082
C -0.3555 3.5183 -3.1203 -0.113
H 3.8579 3.6695 -2.5022 0.107
H -7.9609 -1.1564 -0.0394 0.084
C -5.5106 -0.2485 -2.0010 -0.030
H -3.5205 -2.5036 0.4229 0.106
C -1.0733 2.5704 -0.9976 -0.291
C -0.5016 4.9203 -1.1737 -0.109
C -3.4761 -1.3307 -1.3660 -0.302
O 3.5384 -0.9238 2.2738 0.025
O -1.6385 -3.0996 -1.9129 -0.282
H 3.9545 2.5239 -4.6958 0.097
Cl 0.3759 6.1093 -3.4483 0.615
C 3.3638 2.1042 -3.8923 -0.088



# 3
61
Properties=species:S:1:pos:R:3:lowdin_charge:R:1 method="wB97M-V/def2-TZVPD" charge=+1 multiplicity=7 homo_energy_ev="-10.4 / -10.6" e_lumo_ev="-3.669 / -3.437"
C -16.6144 2.3904 2.8546 -0.234
H -13.1951 2.6452 8.6821 0.120
C -17.9583 -1.9380 5.2918 -0.293
C -22.3916 2.1944 2.1210 0.013
C -14.8914 1.5736 9.4199 -0.083
H -12.7474 0.9113 6.9416 0.106
H -13.4882 -3.6359 4.9547 0.134
H -12.9568 -2.0600 3.2130 0.116
C -15.8525 4.7692 2.5022 -0.130
H -17.5553 3.5427 -0.2097 0.104
C -14.3310 -2.9621 4.5898 -0.082
H -16.7327 0.4902 9.8861 0.132
H -14.3008 -1.0025 6.6514 0.101
H -16.9144 -0.2521 3.4658 0.066
C -15.9381 3.5328 3.3076 -0.245
C -20.8987 3.8643 3.7560 -0.670
H -23.6032 3.9305 1.6889 0.133
C -21.1687 1.8235 2.6635 -0.123
C -14.8552 5.9217 4.3275 -0.091
H -22.5253 5.2899 3.4725 0.125
H -15.1801 6.8667 2.4251 0.125
C -15.6216 -2.9701 5.1218 -0.055
C -13.9625 -1.9873 3.6427 -0.065
C -16.7744 -1.2941 7.9346 -0.178
C -16.5853 -2.0004 4.6884 -0.264
O -19.4417 0.1541 3.0314 -0.210
C -22.7786 3.4894 2.2598 0.000
H -14.9981 2.2413 10.2812 0.115
C -15.4890 3.5580 4.6407 -0.083
C -13.5944 0.8013 7.5846 -0.071
C -20.6609 0.3767 2.5804 -0.549
C -17.0872 3.5256 0.7655 -0.079
H -22.8513 1.4637 1.4846 0.133
H -14.4946 6.8704 4.7473 0.113
C -14.4973 -0.2295 7.3882 -0.012
O -17.7971 0.6867 5.9469 -0.731
C -15.2235 5.9545 3.0364 -0.040
H -14.4959 -0.1563 2.7840 0.103
S -18.1588 -0.7126 6.6322 1.092
C -16.1701 -1.0188 3.7861 -0.052
C -17.0767 2.3682 1.5324 -0.151
H -14.7279 4.8077 6.2495 0.121
Br -19.6831 4.7706 4.9906 0.789
H -17.3923 1.3879 1.1922 0.098
O -21.4751 -0.4238 2.1488 0.102
C -13.8127 1.7409 8.5744 -0.077
H -16.4021 -2.2752 7.6433 0.088
H -15.9250 -3.7171 5.8539 0.111
N -20.3486 2.7720 3.2718 -0.110
C -16.5634 4.7390 1.2489 -0.014
H -17.3980 -1.4133 8.7911 0.070
H -15.4861 2.6024 5.2236 0.115
H -18.3374 -2.9100 5.6520 0.117
C -15.6701 -0.3409 8.1842 -0.274
H -16.3963 5.6088 0.6012 0.116
C -15.8388 0.5844 9.2236 -0.042
C -15.0410 4.7606 5.1589 -0.065
C -14.8667 -0.9726 3.3546 -0.065
H -18.6305 -1.6644 4.4566 0.091
C -22.0671 4.3343 3.1775 -0.037
Tb -18.4532 1.7774 4.2196 1.526



Number 1: calculated total energy -3567.05613 Ha. Number 2: calculated total energy -6255.22940 Ha. Number 3: calculated total energy -5234.44891 Ha.